[1]
This record from the OMol25 dataset describes a molecular structure, C18H17Br31NO3 in a non-equilibrium geometry. The level of theory is the ωB97M-V functional and the def2-TZVPD basis.

Last column: Mulliken charge in e.
Atoms and positions in Å:
O 2.327179 -0.219707 -1.702039  -0.40
C 2.494876 0.937960 -1.923720  0.37
Br 3.001508 1.443963 -3.745009  -0.20
C 2.272527 1.963120 -0.800700  -0.14
O 1.695544 3.205005 -1.253929  -0.36
C 0.380948 3.316151 -0.905708  0.23
O -0.080964 4.222112 -0.280047  -0.52
C -0.520367 2.177885 -1.394136  0.73
C -0.421943 1.806603 -2.731742  -0.73
C -1.193276 0.767825 -3.177301  -0.43
N -2.022424 0.164504 -2.337848  0.83
C -2.147634 0.516328 -1.062864  -0.70
C -1.399827 1.529649 -0.530925  -1.13
H 3.272632 2.225893 -0.394793  0.42
H 1.697897 1.514408 0.012096  0.06
H 0.274105 2.340508 -3.370000  0.89
H -1.098079 0.454104 -4.213895  0.33
H -2.600484 -0.613112 -2.718156  -0.29
H -2.868553 -0.008517 -0.440701  0.58
H -1.484125 1.824051 0.542001  1.17
C 0.038381 -1.045587 -7.224104  -0.44
Br -1.068682 -2.449420 -6.500626  0.01
Br -1.014260 0.334485 -8.060087  0.00
Br 1.221237 -0.320359 -5.881824  0.13
H 0.657364 -1.488602 -7.992915  0.36
C 4.223476 0.797920 2.472574  -0.47
Br 4.815186 0.696692 0.636832  0.03
Br 5.619576 1.422689 3.637894  -0.01
Br 2.623579 1.864130 2.633763  0.14
H 3.975207 -0.208086 2.784704  0.46
C 6.229622 -3.699402 0.630798  -0.34
Br 5.405453 -2.860583 -0.899659  0.05
Br 7.099323 -2.398441 1.764145  -0.02
Br 4.975385 -4.786576 1.609941  -0.02
H 7.000314 -4.360267 0.258571  0.32
C -3.783987 -3.892927 -2.724658  -0.40
Br -2.049897 -4.400718 -2.058657  -0.02
Br -5.129266 -3.941118 -1.351741  0.03
Br -3.729585 -2.167863 -3.602453  -0.14
H -4.065536 -4.615721 -3.479107  0.44
C 7.399075 -1.573790 -4.235080  -0.34
Br 8.011093 -1.616378 -6.060901  -0.03
Br 8.780049 -0.986536 -3.026728  0.00
Br 5.793883 -0.516451 -4.046116  0.09
H 7.144777 -2.588330 -3.959171  0.31
C -7.469409 -0.545118 -3.331006  -0.32
Br -6.857499 -0.739269 -5.149490  -0.02
Br -6.062069 0.082252 -2.161798  0.01
Br -9.028355 0.574673 -3.219715  -0.02
H -7.754650 -1.528522 -2.981964  0.36
C -1.369108 0.214584 3.942531  0.33
Br -0.414897 -1.297756 4.656263  0.02
Br -0.978886 0.493908 2.063331  0.22
Br -3.263217 0.084321 4.248537  0.02
H -1.016903 1.091142 4.469071  -0.39
C -5.422803 -4.688497 3.113350  -0.36
Br -6.834321 -5.258164 1.927486  -0.03
Br -3.678991 -5.151059 2.431241  -0.02
Br -5.551194 -2.809797 3.523671  0.02
H -5.552597 -5.226380 4.042443  0.37
C -0.397384 4.369752 4.497865  -0.25
Br 0.566016 2.815303 5.108301  -0.09
Br -0.046203 4.748932 2.633170  -0.01
Br -2.284330 4.222616 4.856033  -0.01
H -0.028113 5.211122 5.069507  0.33
C 0.342121 3.714754 9.544017  -0.34
Br -1.457447 3.027661 9.586243  0.00
Br 1.619247 2.346249 9.076536  -0.01
Br 0.488235 5.262952 8.399159  -0.02
H 0.582550 4.041534 10.546281  0.35

Forces on atoms 1 to 3 (eV/Å):
O 0.2 0.6 -0.2
C -0.8 -1.3 0.6
Br 0.1 0.6 0.7

Its charge is +1. The calculation puts the orbital gap at 7.71 eV. Its total energy is -2197881.067 eV. Its HOMO energy is -0.4330 hartree. As for the strongest force on any atom: 1.7 eV/Å.

---

[2]
This record from the OMol25 dataset describes a molecular structure, C18H17BrN3O2PdS in a non-equilibrium geometry. The level of theory is the ωB97M-V functional and the def2-TZVPD basis.

Last column: Mulliken spin population.
Atoms and positions in Å:
Pd -0.251533 -0.080651 -0.070001  0.80
O -0.100199 0.668824 2.110624  0.06
N -1.181265 0.331629 2.747249  0.00
C -1.102862 0.080180 4.064460  0.00
C -2.196312 -0.318846 4.791578  0.01
C -3.426005 -0.453195 4.145092  0.00
C -3.507048 -0.153758 2.805046  0.00
C -2.375158 0.241587 2.091386  0.01
S -2.433496 0.638063 0.421516  0.04
H -0.117031 0.208203 4.487496  0.00
H -2.083064 -0.512690 5.846141  0.00
H -4.300239 -0.788989 4.681050  0.00
H -4.436870 -0.237466 2.266253  0.00
Br -3.400115 -4.465595 -5.178171  0.00
C -2.202466 -3.352368 -4.200539  0.00
C -0.929739 -3.117276 -4.697756  0.00
C -0.038876 -2.363486 -3.968275  0.00
C -0.396451 -1.838396 -2.708457  0.00
C -1.718522 -2.053759 -2.259554  0.01
C -2.609939 -2.798331 -2.993323  0.00
N 0.428939 -1.122514 -1.897649  0.06
C 1.742274 -0.968741 -2.094806  0.00
C 2.519865 -0.167723 -1.244797  -0.02
C 3.930158 -0.056353 -1.376638  -0.01
C 4.641521 0.705736 -0.492772  0.00
C 3.962227 1.383064 0.529586  0.00
C 2.587754 1.263121 0.594746  0.00
N 1.886804 0.525987 -0.248603  0.05
H -0.649727 -3.522858 -5.658272  0.00
H 0.938971 -2.163710 -4.376315  0.00
H -2.018471 -1.607433 -1.308267  0.00
H -3.618338 -2.952161 -2.640700  0.00
H 2.253614 -1.489348 -2.899336  0.00
H 4.424958 -0.587383 -2.174626  0.00
H 5.714049 0.797324 -0.579427  0.00
H 4.488711 1.990311 1.244618  0.00
H 2.014847 1.779184 1.354895  0.00
C 0.487505 -2.605368 1.997874  0.00
O -0.691153 -2.336774 1.254295  0.00
H 1.349705 -2.746133 1.339878  0.00
H 0.345797 -3.489991 2.628239  0.00
H 0.677664 -1.736605 2.626239  0.00
H -0.824100 -3.059630 0.628205  0.00

Forces on atoms 1 to 3 (eV/Å):
Pd 1.0 0.9 0.1
O 0.7 0.0 -0.4
N -0.7 -0.1 0.4

Its charge is 0. As for the spin multiplicity: 2. The calculation puts the orbital gap (spin up / spin down) at 5.26 / 5.36 eV. Its total energy is -111862.379 eV. Its HOMO energy (spin up / spin down) is -0.2435 / -0.2466 hartree. As for the strongest force on any atom: 4.2 eV/Å.

---

[3]
This record from the OMol25 dataset describes a single C18H17ClN2O2 molecule. The level of theory is the ωB97M-V functional and the def2-TZVPD basis.

Last column: Mulliken charge in e.
Atoms and positions in Å:
C 0.613322 -6.765449 -2.042589  -1.53
C 0.439753 -5.779469 -0.927317  0.68
C 0.605920 -6.169758 0.393348  -0.63
C 0.466605 -5.259923 1.431711  0.49
C 0.666363 -5.699102 2.851251  -1.59
C 0.154949 -3.940463 1.134492  -0.35
C -0.011685 -3.522921 -0.178516  0.90
C -0.373800 -2.103562 -0.533683  -1.30
C 0.273067 -1.028609 0.352719  0.84
C -0.477649 -0.680501 1.635434  -0.75
C -0.744577 0.806059 1.571646  0.29
O -1.303258 1.480906 2.392810  -0.60
N -0.223863 1.277046 0.375885  0.26
C -0.238167 2.637513 0.002552  0.33
C -1.372501 3.420997 0.198402  -0.38
C -1.315490 4.746042 -0.192796  -0.57
C -0.142721 5.220505 -0.767125  0.40
Cl -0.023915 6.859009 -1.283881  -0.20
C 0.935074 4.354497 -0.913023  -0.48
N 0.882039 3.097655 -0.527101  -0.41
C 0.341966 0.280738 -0.419229  -0.26
O 0.753738 0.440221 -1.530857  -0.57
C 0.134499 -4.453189 -1.198500  -0.92
H 0.019680 -6.481286 -2.908196  0.37
H 1.659636 -6.800102 -2.347836  0.30
H 0.322553 -7.764446 -1.726000  0.39
H 0.846454 -7.199320 0.618819  0.40
H 0.260652 -4.969722 3.547988  0.35
H 0.186050 -6.659286 3.028121  0.39
H 1.730227 -5.815726 3.059648  0.31
H 0.040649 -3.239141 1.946164  0.29
H -1.462452 -1.990045 -0.500472  0.37
H -0.059407 -1.913770 -1.562988  0.46
H 1.303521 -1.333771 0.560381  0.42
H -1.433062 -1.202581 1.715520  0.36
H 0.088335 -0.890736 2.543782  0.34
H -2.259810 3.010256 0.650535  0.37
H -2.164240 5.399142 -0.061644  0.43
H 1.869773 4.681131 -1.345616  0.39
H 0.006218 -4.138903 -2.224622  0.39

Forces on atoms 1 to 3 (eV/Å):
C 0.1 0.0 0.0
C 0.0 0.0 0.0
C 0.0 0.1 0.0

Its charge is 0. The calculation puts the orbital gap at 9.70 eV. Its total energy is -38541.100 eV. As for the SMILES: Cc1cc(C)cc(C[C@@H]2CC(=O)N(c3ccc(Cl)cn3)C2=O)c1. Its HOMO energy is -0.3334 hartree. As for the strongest force on any atom: 0.6 eV/Å.

---

Please write out number 3 again, unchanged.
This record from the OMol25 dataset describes a single C18H17ClN2O2 molecule. The level of theory is the ωB97M-V functional and the def2-TZVPD basis.

Last column: Mulliken charge in e.
Atoms and positions in Å:
C 0.613322 -6.765449 -2.042589  -1.53
C 0.439753 -5.779469 -0.927317  0.68
C 0.605920 -6.169758 0.393348  -0.63
C 0.466605 -5.259923 1.431711  0.49
C 0.666363 -5.699102 2.851251  -1.59
C 0.154949 -3.940463 1.134492  -0.35
C -0.011685 -3.522921 -0.178516  0.90
C -0.373800 -2.103562 -0.533683  -1.30
C 0.273067 -1.028609 0.352719  0.84
C -0.477649 -0.680501 1.635434  -0.75
C -0.744577 0.806059 1.571646  0.29
O -1.303258 1.480906 2.392810  -0.60
N -0.223863 1.277046 0.375885  0.26
C -0.238167 2.637513 0.002552  0.33
C -1.372501 3.420997 0.198402  -0.38
C -1.315490 4.746042 -0.192796  -0.57
C -0.142721 5.220505 -0.767125  0.40
Cl -0.023915 6.859009 -1.283881  -0.20
C 0.935074 4.354497 -0.913023  -0.48
N 0.882039 3.097655 -0.527101  -0.41
C 0.341966 0.280738 -0.419229  -0.26
O 0.753738 0.440221 -1.530857  -0.57
C 0.134499 -4.453189 -1.198500  -0.92
H 0.019680 -6.481286 -2.908196  0.37
H 1.659636 -6.800102 -2.347836  0.30
H 0.322553 -7.764446 -1.726000  0.39
H 0.846454 -7.199320 0.618819  0.40
H 0.260652 -4.969722 3.547988  0.35
H 0.186050 -6.659286 3.028121  0.39
H 1.730227 -5.815726 3.059648  0.31
H 0.040649 -3.239141 1.946164  0.29
H -1.462452 -1.990045 -0.500472  0.37
H -0.059407 -1.913770 -1.562988  0.46
H 1.303521 -1.333771 0.560381  0.42
H -1.433062 -1.202581 1.715520  0.36
H 0.088335 -0.890736 2.543782  0.34
H -2.259810 3.010256 0.650535  0.37
H -2.164240 5.399142 -0.061644  0.43
H 1.869773 4.681131 -1.345616  0.39
H 0.006218 -4.138903 -2.224622  0.39

Forces on atoms 1 to 3 (eV/Å):
C 0.1 0.0 0.0
C 0.0 0.0 0.0
C 0.0 0.1 0.0

Its charge is 0. The calculation puts the orbital gap at 9.70 eV. Its total energy is -38541.100 eV. As for the SMILES: Cc1cc(C)cc(C[C@@H]2CC(=O)N(c3ccc(Cl)cn3)C2=O)c1. Its HOMO energy is -0.3334 hartree. As for the strongest force on any atom: 0.6 eV/Å.

---

Q: The highest charge belongs to which entry?
A: C18H17Br31NO3

---

Q: Which value of strongest force on any atom does entry 2 give?
A: 4.2 eV/Å

---

Q: What is the formula in the second record?
A: C18H17BrN3O2PdS